Here is a molecular structure, C14H26CdO8S4 in a non-equilibrium geometry from OMol25. Energies are from the ωB97M-V functional and the def2-TZVPD basis.

CARTESIAN COORDINATES (ANGSTROEM)
Cd1 0.3745 0.1156 0.4355
C1 4.5091 -0.5282 0.1026
C2 3.0978 -0.2567 -0.0128
C3 2.5475 0.7198 -1.1395
O1 1.3485 0.9031 -1.1324
C4 3.5383 1.4007 -2.0221
C5 4.8635 1.0701 -1.8377
C6 5.3267 0.1102 -0.7579
O2 6.5760 -0.2480 -0.5957
O3 5.6588 1.6928 -2.6651
O4 2.2089 -0.7172 0.7533
H1 4.8665 -1.2810 0.7896
H2 3.3240 2.1097 -2.8081
C7 -2.5099 0.0377 3.3615
S1 -1.1983 -1.2451 3.1052
O5 -0.5117 -0.9210 1.7912
C8 -2.3408 -2.6332 2.7293
H3 -2.6636 0.0897 4.4394
H4 -3.4786 -0.2063 2.9254
H5 -2.1488 1.0115 3.0310
H6 -1.7248 -3.4881 2.4503
H7 -3.0992 -2.5406 1.9518
H8 -2.8301 -2.8885 3.6692
C9 -3.6672 0.2283 -0.7147
S2 -2.3162 1.4201 -0.9049
O6 -1.2854 1.0039 0.1309
C10 -1.6465 0.9077 -2.5158
H9 -4.5756 0.7418 -1.0298
H10 -3.7399 -0.0528 0.3360
H11 -3.5334 -0.6740 -1.3112
H12 -1.3514 -0.1416 -2.5169
H13 -0.8119 1.5575 -2.7789
H14 -2.3616 0.9855 -3.3348
C11 -0.9355 -3.4038 -2.3424
S3 0.4219 -2.3074 -1.6974
O7 -0.2320 -1.4039 -0.6831
C12 1.0208 -3.7359 -0.6884
H15 -1.4689 -2.7373 -3.0202
H16 -1.5960 -3.7262 -1.5375
H17 -0.4248 -4.1963 -2.8895
H18 0.2350 -4.0354 0.0051
H19 1.8454 -3.3798 -0.0710
H20 1.4112 -4.5734 -1.2666
C13 -0.9170 3.6824 2.0739
S4 0.7410 3.1457 1.6209
O8 0.6203 1.6144 1.5830
C14 0.6972 3.7431 -0.1269
H21 -1.3526 3.1535 2.9216
H22 -1.5816 3.5247 1.2245
H23 -0.9268 4.7421 2.3288
H24 -0.1246 3.2722 -0.6663
H25 1.6169 3.5272 -0.6707
H26 0.5046 4.8107 -0.0217

total charge: 0
HOMO-LUMO gap: 5.31 eV
HOMO energy: -5.79 eV
electronic energy: -79215.572 eV